No. 1
C4H4CuLiO as an isolated structure at a distorted geometry. Source: OMol25; level of theory: ωB97M-V with the def2-TZVPD basis set.

XYZ file:
```
11
Properties=species:S:1:pos:R:3:forces:R:3:lowdin_spin:R:1
C 3.0740 0.0555 0.2010 -2.604 3.128 -0.076 0.565
C 3.8892 -0.9275 0.2094 0.349 -0.449 -0.012 0.415
O 0.6588 2.8627 -0.4416 -2.798 4.087 -1.908 -0.003
C 1.9048 1.5048 0.2256 4.776 -5.446 0.725 0.015
C 1.3165 1.8024 -1.1234 1.060 -0.075 2.251 0.000
H 1.2397 1.1353 1.0202 0.054 0.365 -0.636 0.004
H 2.6358 2.2251 0.6287 -0.658 -0.116 -0.446 0.006
H 0.6585 0.9963 -1.4782 0.140 0.382 -0.186 0.000
H 2.0778 2.1076 -1.8564 -0.508 -0.177 0.091 0.000
Li -1.1734 2.6760 -0.2309 0.538 -0.030 -0.015 -0.001
Cu 1.2882 4.9412 -0.7983 -0.348 -1.669 0.212 -0.001
```
Positions in Å, forces in eV/Å.

Values from the calculation:
HOMO (alpha / beta): -12.340 / -12.054 eV
2S+1: 2
Charge: +1


No. 2
One molecule with the formula C4H4F2 at a distorted geometry. Source: OMol25; level of theory: ωB97M-V with the def2-TZVPD basis set.

XYZ file:
```
10
Properties=species:S:1:pos:R:3:forces:R:3:mulliken_charge:R:1
C -1.6016 -0.6633 0.0659 2.334 -1.638 2.820 -0.058
C -0.2645 -0.4142 0.3847 -5.160 -3.625 -1.405 -0.186
C 0.3363 0.8136 0.1759 2.527 1.512 0.641 -0.442
C 1.6471 0.6537 0.0046 4.544 0.417 0.556 0.007
H -2.0923 -1.7249 0.4520 0.708 3.224 -1.576 0.260
H 0.4126 -1.2330 0.6579 -0.924 0.091 -0.054 0.323
H -0.1475 1.7321 0.5038 0.400 0.016 -0.492 0.325
H 2.6531 1.2889 0.2926 -3.176 -1.212 -1.246 0.262
F -2.3590 0.3943 -0.3244 -0.006 -1.197 0.150 -0.230
F 2.1890 -0.6612 -0.3082 -1.246 2.411 0.607 -0.262
```
Positions in Å, forces in eV/Å.

Values from the calculation:
HOMO: -8.890 eV
Charge: 0
Structure (SMILES): F/C=C\C=C/F


No. 3
A 2-piece molecular cluster, C4H4F2 overall at a distorted geometry. Source: OMol25; level of theory: ωB97M-V with the def2-TZVPD basis set.

XYZ file:
```
10
Properties=species:S:1:pos:R:3:forces:R:3:lowdin_spin:R:1
C 1.1451 -1.5266 1.1967 0.577 -1.091 2.462 0.079
C -1.1087 1.4429 -1.1356 -1.111 0.263 2.206 0.089
C 0.1974 -0.6915 0.9545 -1.677 0.315 1.633 0.711
C -0.1073 0.5997 -1.1897 -0.512 1.323 0.260 0.705
F -0.7778 -0.2161 1.7353 0.667 -0.341 -0.446 0.165
F 0.8573 0.3274 -2.0234 -0.298 0.020 -0.605 0.174
H 1.2637 -1.9731 2.2664 -0.007 0.691 -2.058 0.033
H 1.8054 -1.7095 0.3823 0.621 -0.504 -0.185 0.007
H -1.4773 1.9778 -1.9469 -0.160 0.875 -1.989 0.025
H -1.7978 1.7690 -0.2396 1.900 -1.553 -1.278 0.013
```
Positions in Å, forces in eV/Å.

Values from the calculation:
HOMO (alpha / beta): -7.674 / -10.040 eV
2S+1: 3
Charge: 0


No. 4
One molecule with the formula C4H4F2N2 at a distorted geometry. Source: OMol25; level of theory: ωB97M-V with the def2-TZVPD basis set.

XYZ file:
```
12
Properties=species:S:1:pos:R:3:forces:R:3:mulliken_charge:R:1
C -0.3313 -1.0576 0.2781 -0.115 -0.110 1.558 0.647
C -1.4076 -0.0468 0.0278 0.495 -0.797 -0.479 0.236
C -0.8986 1.1505 -0.2255 -0.368 0.318 -0.361 -0.568
C 0.9205 -0.2222 0.1616 1.301 0.319 -1.046 0.038
H -0.4409 -1.4698 1.2835 0.089 0.179 0.242 0.131
H -1.3954 2.0858 -0.5271 0.316 -0.636 0.492 0.364
H 1.0976 1.7747 -0.6101 -0.707 -1.207 0.775 0.259
H 2.8045 0.0122 -0.0677 0.142 0.351 0.002 0.231
N 0.5059 1.0829 -0.0987 0.672 1.584 -0.636 -0.151
N 2.1051 -0.6821 0.1516 -0.980 -0.406 0.299 -0.623
F -0.3004 -2.1700 -0.5205 -0.177 0.102 -0.728 -0.292
F -2.6591 -0.4577 0.1470 -0.668 0.303 -0.118 -0.271
```
Positions in Å, forces in eV/Å.

Values from the calculation:
HOMO: -8.783 eV
Charge: 0
Structure (SMILES): [H]/N=C1\NC=C(F)[C@H]1F


No. 5
One molecule with the formula C4H4F2N2 at a distorted geometry. Source: OMol25; level of theory: ωB97M-V with the def2-TZVPD basis set.

XYZ file:
```
12
Properties=species:S:1:pos:R:3:forces:R:3:mulliken_charge:R:1
C -0.1710 1.0538 -0.0592 -2.599 -0.859 0.013 -0.437
C -1.5981 0.8294 -0.0619 1.877 -1.002 0.923 0.284
C -1.6990 -0.5771 0.1922 1.269 -0.211 -0.791 0.430
C 1.8195 -0.4540 -0.0830 0.201 -1.585 2.047 -0.749
N -0.5030 -1.1644 0.2861 -0.172 1.372 -0.218 -0.797
N 0.3979 -0.1383 0.1597 -0.186 -1.212 -0.517 0.601
F -2.6253 1.6902 -0.0444 0.584 -0.099 -0.348 -0.281
F -2.7650 -1.3922 0.1204 0.389 1.000 0.426 -0.250
H 0.4940 1.8482 -0.2766 -0.093 1.001 -0.058 0.345
H 1.9183 -1.4674 -0.5399 -0.283 1.123 -0.131 0.284
H 2.3461 0.3363 -0.5771 -0.176 0.329 -0.792 0.299
H 2.3857 -0.5645 0.8838 -0.811 0.144 -0.554 0.271
```
Positions in Å, forces in eV/Å.

Values from the calculation:
HOMO: -9.248 eV
Charge: 0
Structure (SMILES): Cn1cc(F)c(F)n1


No. 6
C4H4F3NO2 as an isolated structure at a distorted geometry. Source: OMol25; level of theory: ωB97M-V with the def2-TZVPD basis set.

XYZ file:
```
14
Properties=species:S:1:pos:R:3:forces:R:3:mulliken_charge:R:1
N -1.8309 -1.3178 -0.0587 0.138 -0.376 -0.286 -0.665
H -2.8455 -1.2846 0.0400 0.290 0.028 0.004 0.301
H -1.4322 -1.9050 0.6733 -0.122 0.148 -0.191 0.308
H -1.5775 -1.6726 -0.9804 -0.119 -0.040 0.243 0.303
C -1.2425 0.4961 0.2003 0.165 3.004 1.871 0.791
O -1.6971 0.8712 1.2989 0.209 -1.141 -1.208 -0.659
C 0.2470 0.4094 0.0920 0.689 -0.807 -0.147 -0.155
C 1.4531 0.3855 0.0844 -1.117 -0.061 -0.004 -0.210
C 2.9180 0.3440 0.0816 -0.155 0.145 0.050 0.860
F 3.3793 -0.5960 -0.7512 0.031 -0.158 -0.131 -0.244
F 3.4377 1.5141 -0.3055 0.029 0.112 -0.047 -0.240
F 3.4033 0.0721 1.2983 0.029 -0.048 0.137 -0.239
O -1.7046 1.0992 -0.9516 -0.108 -0.738 -0.545 -0.480
H -2.5083 1.5845 -0.7213 0.040 -0.067 0.257 0.329
```
Positions in Å, forces in eV/Å.

Values from the calculation:
HOMO: -10.005 eV
Charge: 0


No. 7
One molecule with the formula C4H4F4O2S at a distorted geometry. Source: OMol25; level of theory: ωB97M-V with the def2-TZVPD basis set.

XYZ file:
```
15
Properties=species:S:1:pos:R:3:forces:R:3:mulliken_charge:R:1
C -0.8944 -0.3274 -0.4616 0.636 1.507 -0.794 -0.670
C -1.1639 1.0899 0.0417 -0.355 0.513 -1.273 -0.638
C 0.1194 -1.1515 0.2921 -2.028 0.272 2.098 0.988
C 1.3728 -1.3340 -0.3922 1.592 -1.199 -1.666 0.142
O 2.2014 2.8651 0.3710 1.241 1.595 -1.048 -0.427
O -0.1039 2.0166 -0.0477 0.808 0.769 -1.004 -0.336
F 0.3824 -0.5554 1.5349 -0.347 -1.030 -0.691 -0.266
F -0.4482 -2.4103 0.5990 0.634 1.186 -0.297 -0.343
F 1.2496 -1.4124 -1.7447 0.573 -0.136 1.327 -0.208
F 2.1192 -2.3186 0.1059 -0.127 0.728 -0.564 -0.204
S 1.2561 1.9523 0.9144 -1.867 -1.717 0.759 0.504
H -1.8228 -0.7641 -0.2640 -1.492 -1.207 -0.167 0.359
H -0.6686 -0.3063 -1.5519 -0.316 -0.150 0.878 0.293
H -2.1203 1.5094 -0.4118 1.627 -0.310 -0.475 0.367
H -1.4788 1.1467 1.0148 -0.580 -0.820 2.915 0.439
```
Positions in Å, forces in eV/Å.

Values from the calculation:
HOMO (alpha / beta): -10.218 / -8.423 eV
Charge: 0


No. 8
A 2-piece molecular cluster, C4H4F5NO overall at a distorted geometry. Source: OMol25; level of theory: ωB97M-V with the def2-TZVPD basis set.

XYZ file:
```
15
Properties=species:S:1:pos:R:3:forces:R:3:mulliken_charge:R:1
C 0.9886 1.2872 -0.3231 -2.726 -0.417 3.961 0.538
C 0.2714 -1.0477 1.2803 1.182 -2.308 0.568 -0.406
C -0.4128 0.1036 0.6588 1.194 2.266 -0.891 0.319
C -1.5912 -0.2544 -0.2523 2.892 -0.130 -1.519 0.703
N 1.2324 0.8526 -1.5327 3.541 1.683 -3.019 -0.369
O 1.2893 2.2452 0.3444 -0.141 -1.534 -1.619 -0.517
F 1.0629 -1.6884 0.2606 -0.844 0.308 0.459 -0.296
F -0.9260 0.9338 1.6556 0.537 -0.581 -0.744 -0.321
F -1.1805 -1.0510 -1.2901 0.534 0.126 0.047 -0.272
F -1.9665 0.8760 -0.8295 -1.475 0.337 0.181 -0.252
F -2.5252 -0.9711 0.2998 -1.576 0.336 1.042 -0.237
H -0.5242 -1.8499 1.6363 1.885 1.548 -0.296 0.249
H 1.1055 -0.7616 2.0166 -1.981 -0.214 -0.522 0.279
H 1.1257 -0.1091 -1.8566 -0.314 0.484 0.658 0.267
H 2.0506 1.4349 -2.0681 -2.705 -1.906 1.693 0.315
```
Positions in Å, forces in eV/Å.

Values from the calculation:
HOMO: -9.703 eV
Charge: 0


No. 9
One molecule with the formula C4H4FIN2O2 at a distorted geometry. Source: OMol25; level of theory: ωB97M-V with the def2-TZVPD basis set.

XYZ file:
```
14
Properties=species:S:1:pos:R:3:forces:R:3:mulliken_charge:R:1
C 0.5511 -2.4055 0.2843 2.388 1.844 -2.567 0.428
C -0.3957 -0.3463 1.3668 0.048 -0.446 -0.043 0.393
C 0.5344 0.4111 -0.8771 -0.019 -0.174 -0.287 -0.493
C 1.7678 -0.4464 -0.8754 -0.864 -1.529 0.987 -0.097
N -0.1960 -1.7460 1.1320 -1.127 -0.191 1.401 -0.051
N -0.0081 0.5563 0.4562 0.166 0.601 -0.213 -0.076
O 0.8292 -3.4990 -0.0427 -0.485 -0.090 0.623 -0.411
O -0.9496 -0.0501 2.3956 -0.105 0.001 0.297 -0.616
F 2.1726 -0.7902 -2.1166 -0.144 0.142 0.402 -0.261
I 3.3522 0.2171 0.3722 -0.191 -0.098 -0.295 0.040
H 0.7264 1.4222 -1.2568 -0.009 -0.064 0.041 0.359
H -0.1991 -0.0611 -1.5449 0.189 0.055 -0.001 0.273
H -0.6694 -2.2754 1.8772 0.115 0.131 -0.318 0.272
H -0.1838 1.4975 0.7798 0.037 -0.183 -0.028 0.239
```
Positions in Å, forces in eV/Å.

Values from the calculation:
HOMO (alpha / beta): -8.113 / -8.315 eV
Charge: 0


No. 10
One molecule with the formula C4H4FN at a distorted geometry. Source: OMol25; level of theory: ωB97M-V with the def2-TZVPD basis set.

XYZ file:
```
10
Properties=species:S:1:pos:R:3:forces:R:3:mulliken_charge:R:1
C 1.2659 -0.4846 -0.0619 0.495 0.868 0.102 -0.090
C 0.6455 0.8090 0.0017 0.337 -0.647 0.118 -0.429
C 0.6480 -1.6227 0.0291 -0.336 -0.243 0.006 -0.426
C -0.7306 0.8897 0.0552 -1.140 1.031 -0.365 0.027
N -1.4507 -0.1783 0.2331 0.657 -1.354 0.288 -0.298
F -2.7859 -0.0533 -0.1506 0.279 0.674 0.052 -0.189
H 2.3533 -0.4643 -0.0111 0.134 -0.137 0.042 0.313
H 1.2641 1.6764 0.1434 0.015 0.193 -0.041 0.365
H -0.0016 -2.4339 -0.1651 -0.329 -0.215 -0.107 0.360
H -1.2080 1.8620 -0.0736 -0.113 -0.169 -0.094 0.367
```
Positions in Å, forces in eV/Å.

Values from the calculation:
HOMO (alpha / beta): -8.112 / -8.297 eV
Charge: 0


Values of energy, in order: -1877.52867; -354.43084; -354.26041; -464.02169; -464.00851; -659.58517; -1102.81804; -784.09434; -812.30309; -309.20299, all in Ha.